# 1
Entry from the Open Molecules 2025 dataset: 7 unconnected molecules or ions with the total composition C33H48BrF17O21 (wB97M-V/def2-TZVPD).

Summary:
- HOMO (Ha) = -0.37234
- SMILES string = C[C@@H](O)CC(=O)O[C@H](Br)CCC(F)(F)C(F)(F)C(F)(F)C(F)(F)C(F)(F)C(F)(F)C(F)(F)C(F)(F)F.COC(=O)OC.COC(=O)OC.COC(=O)OC.COC(=O)OC.COC(=O)OC.COC(=O)OC
- net charge = 0
- HOMO-LUMO gap (eV) = 10.28

Structure (XYZ):
```
120
Properties=species:S:1:pos:R:3:lowdin_charge:R:1
C 2.48631 -3.05134 1.24712 -0.02
C 1.34637 -2.37620 0.49098 -0.41
O 1.38334 -0.96376 0.73089 -0.04
C 1.32199 -2.73307 -0.99788 -0.04
C 2.49905 -2.29781 -1.84036 -0.47
O 2.69570 -2.70424 -2.94908 0.13
O 3.31840 -1.40110 -1.23162 -0.05
C 3.79591 -0.33653 -2.01990 -0.67
Br 5.59138 -0.72299 -2.68789 0.75
C 3.80077 0.93747 -1.16462 -0.17
C 2.85295 1.96002 -1.78778 -0.07
C 2.71590 3.26304 -1.00282 -0.40
F 3.68368 3.33706 -0.03377 0.11
F 2.87787 4.35661 -1.79186 0.12
C 1.36900 3.37178 -0.20988 -0.35
F 1.09906 2.14009 0.28494 0.14
F 1.51243 4.21827 0.82388 0.16
C 0.19295 3.87433 -1.09898 -0.31
F 0.32571 3.33781 -2.33538 0.14
F 0.32439 5.21284 -1.20575 0.16
C -1.24341 3.59058 -0.54223 -0.33
F -2.04471 4.63193 -0.77073 0.18
F -1.11690 3.47613 0.80344 0.14
C -1.95420 2.28066 -1.00079 -0.32
F -1.21942 1.24221 -0.54928 0.15
F -3.13036 2.27189 -0.35055 0.17
C -2.28105 1.94574 -2.50964 -0.31
F -1.22107 1.40628 -3.11887 0.16
F -3.20145 0.95393 -2.39413 0.13
C -2.97302 3.02079 -3.41722 -0.33
F -3.86167 3.69987 -2.68285 0.18
F -3.64419 2.32115 -4.35265 0.16
C -2.09849 4.02935 -4.22383 -0.56
F -1.64513 5.00117 -3.43963 0.19
F -1.08060 3.42113 -4.81514 0.19
F -2.86907 4.57626 -5.15795 0.20
H 2.86395 -2.37153 2.01111 0.09
H 2.14186 -3.95125 1.75708 0.08
H 3.31337 -3.32669 0.59035 0.08
H 0.39945 -2.74123 0.90765 0.14
H 0.51577 -0.60872 0.50273 0.08
H 1.23357 -3.81735 -1.09648 0.14
H 0.43131 -2.30071 -1.46637 0.13
H 3.18997 -0.22520 -2.91818 0.10
H 4.81122 1.33047 -1.10241 0.09
H 3.46655 0.66781 -0.16334 0.12
H 3.21061 2.23330 -2.78514 0.14
H 1.87219 1.50035 -1.92474 0.12
C 5.73655 5.88824 -4.01544 -0.03
O 5.90268 5.41157 -5.35439 0.01
C 5.53636 4.14442 -5.53133 -0.62
O 5.09770 3.41422 -4.68108 0.11
O 5.73917 3.82123 -6.80637 0.01
C 5.38874 2.47315 -7.13295 -0.04
H 6.07077 6.92118 -4.02155 0.09
H 4.69070 5.84082 -3.71781 0.09
H 6.34456 5.30833 -3.32394 0.10
H 4.32974 2.29825 -6.95311 0.10
H 5.98370 1.77046 -6.55289 0.10
H 5.60598 2.35479 -8.19006 0.09
C -4.23198 -1.53089 -1.94771 -0.05
O -4.67154 -2.85449 -1.62297 -0.02
C -5.44998 -3.42109 -2.54498 -0.62
O -5.78314 -2.92660 -3.58802 0.13
O -5.79841 -4.62943 -2.10259 0.00
C -6.64673 -5.35967 -2.99455 -0.03
H -3.62886 -1.20855 -1.10416 0.08
H -3.62982 -1.53177 -2.85249 0.10
H -5.08436 -0.86520 -2.06321 0.11
H -6.14621 -5.52878 -3.94566 0.10
H -7.58102 -4.82627 -3.15684 0.10
H -6.84501 -6.31018 -2.50886 0.09
C -5.20090 -2.81358 1.42553 -0.03
O -5.96696 -1.76872 2.03464 0.02
C -5.30569 -1.09050 2.97041 -0.62
O -4.16958 -1.30258 3.31712 0.10
O -6.09613 -0.13413 3.44239 0.01
C -5.49098 0.68121 4.45462 -0.02
H -5.83599 -3.27197 0.67680 0.09
H -4.31798 -2.40094 0.94618 0.08
H -4.91050 -3.56071 2.16284 0.10
H -4.61027 1.18601 4.06315 0.09
H -5.22481 0.08246 5.32378 0.09
H -6.23441 1.42023 4.73593 0.10
C -1.64045 5.10499 3.37048 -0.04
O -1.42885 5.24778 4.77771 0.01
C -2.27631 4.55210 5.53244 -0.62
O -3.16837 3.85224 5.12826 0.12
O -1.96655 4.76022 6.81029 0.01
C -2.80164 4.06402 7.73916 -0.04
H -0.88509 5.71934 2.88958 0.10
H -1.51698 4.06711 3.06821 0.08
H -2.63283 5.45636 3.09396 0.10
H -2.72539 2.98843 7.59206 0.10
H -3.83777 4.38003 7.63506 0.10
H -2.43498 4.32651 8.72677 0.09
C -3.92527 -3.60926 10.11154 -0.04
O -3.38453 -4.01777 8.85367 0.00
C -3.99257 -3.47906 7.79533 -0.63
O -4.91868 -2.71062 7.83547 0.12
O -3.40039 -3.93454 6.69668 0.01
C -3.96272 -3.43256 5.47647 -0.04
H -3.33963 -4.11995 10.87013 0.09
H -3.83257 -2.53232 10.23820 0.10
H -4.97014 -3.90219 10.19412 0.10
H -3.87788 -2.35325 5.42729 0.08
H -5.00646 -3.73314 5.39021 0.10
H -3.38567 -3.87251 4.66926 0.09
C 6.20350 -4.96864 -3.72676 -0.03
O 7.44438 -5.68074 -3.77627 0.01
C 8.39185 -5.18588 -2.98368 -0.63
O 8.28445 -4.22883 -2.26337 0.12
O 9.48650 -5.93565 -3.12475 0.00
C 10.59187 -5.51254 -2.32395 -0.04
H 5.53351 -5.47589 -4.41422 0.09
H 5.78347 -4.99543 -2.72340 0.10
H 6.33526 -3.93609 -4.04318 0.09
H 10.33964 -5.55785 -1.26627 0.10
H 10.89303 -4.50082 -2.58865 0.10
H 11.40053 -6.20476 -2.53883 0.09
```

---

# 2
Entry from the Open Molecules 2025 dataset: a molecular structure, C33H48BrN3P2RuSe (wB97M-V/def2-TZVPD).

Summary:
- ΔE to the lowest compared entry with this formula, charge and spin (kcal per mole) = 0.00
- HOMO (spin up / spin down) (Ha) = -0.64118 / -0.64133
- 2S+1 = 5
- net charge = +4
- HOMO-LUMO gap (spin up / spin down) (eV) = 5.96 / 4.28

Structure (XYZ):
```
89
Properties=species:S:1:pos:R:3:lowdin_charge:R:1
N 7.96467 4.89196 5.34457 0.31
C 7.94076 3.56360 5.47298 0.00
C 6.97971 2.77406 4.82916 0.06
C 5.94618 3.39087 4.08411 -0.15
C 5.97708 4.80584 4.00049 0.05
C 7.02485 5.50531 4.62616 0.00
C 4.92491 2.59164 3.41434 0.02
Ru 0.00256 -0.29540 -0.43291 0.58
P -1.03080 -0.78213 -5.63310 1.22
C 4.13680 3.06557 2.41007 0.00
C 3.07545 2.31001 1.83394 -0.18
C 2.63857 2.58112 0.51419 0.01
C 1.93114 1.60033 -0.17913 -0.10
C 1.51275 0.47391 0.55563 -0.38
C 1.85117 0.22694 1.88777 -0.12
C 2.56619 1.20959 2.55676 0.01
Br -1.92310 -1.66135 -1.26984 0.36
H 4.88686 1.53876 3.71671 0.13
H 4.36022 4.02341 1.94458 0.13
H 7.05903 1.69215 4.90044 0.14
H 5.21949 5.37472 3.46059 0.14
H 8.71671 3.10832 6.09763 0.17
H 7.09379 6.59493 4.53416 0.17
H 2.94651 3.50923 0.02505 0.14
H 2.81144 1.09528 3.61108 0.13
H 1.74248 1.62600 -1.25639 0.12
H 1.57383 -0.72815 2.34692 0.05
P -1.43468 1.01623 0.53007 0.85
C 0.48656 -1.52491 -4.89228 -0.37
C 1.45722 -1.95986 -5.99991 -0.13
H 0.16519 -2.38278 -4.28926 0.08
H 0.94680 -0.79682 -4.21108 0.08
H 2.19242 -2.66702 -5.60028 0.09
H 0.92051 -2.45389 -6.81996 0.08
H 2.00043 -1.10480 -6.42059 0.09
C -0.72741 1.01906 -5.38908 -0.38
C -1.51076 1.90397 -6.36306 -0.13
H 0.35274 1.14811 -5.54317 0.09
H -0.95560 1.26786 -4.34372 0.08
H -1.08603 2.91418 -6.35624 0.09
H -1.45135 1.52222 -7.38902 0.08
H -2.56888 1.97660 -6.08712 0.08
C -2.39882 -1.14055 -4.47077 -0.44
C -3.14964 -2.43564 -4.77823 -0.13
H -3.08368 -0.28167 -4.47300 0.10
H -1.93522 -1.18076 -3.46742 -0.09
H -3.97679 -2.55817 -4.06947 0.09
H -3.57376 -2.40424 -5.78917 0.09
H -2.49652 -3.31328 -4.70008 0.08
C -3.21874 0.61547 0.67219 -0.41
C -4.08854 1.49578 1.56428 -0.10
H -3.26507 -0.43661 0.98311 0.05
H -3.61159 0.64945 -0.35391 0.07
H -3.88474 1.33960 2.62848 0.07
H -3.98426 2.56370 1.33676 0.09
H -5.13836 1.23061 1.38810 0.10
C -1.43337 2.07228 -1.00903 -0.36
C -0.98381 3.52438 -0.83190 -0.11
H -2.46400 2.02647 -1.38774 0.10
H -0.79116 1.53958 -1.74497 0.04
H -1.68209 4.09367 -0.20458 0.09
H 0.02177 3.60241 -0.40251 0.06
H -0.95516 4.01213 -1.81438 0.10
C -0.95419 2.15975 1.88086 -0.35
C -0.99158 1.56850 3.29204 -0.11
H -1.60277 3.04512 1.80485 0.10
H 0.06646 2.50013 1.63844 0.07
H -0.23215 2.06678 3.90965 0.09
H -1.96485 1.73918 3.76852 0.08
H -0.77482 0.49324 3.30760 0.06
C -0.70286 -4.96426 -0.59936 -0.03
N -1.27816 -4.46472 0.63684 -0.08
C -0.86754 -3.34148 1.27734 -0.64
Se 0.62334 -2.38157 0.67214 0.86
N -1.69698 -3.20741 2.36766 0.15
C -2.63240 -4.25027 2.40034 -0.17
C -3.66435 -4.56469 3.27918 0.02
C -4.39028 -5.73533 3.01130 -0.02
C -4.12206 -6.52477 1.87450 -0.02
C -3.11246 -6.17635 0.96962 0.03
C -2.37544 -5.03580 1.28677 -0.15
H -0.93713 -4.29399 -1.43615 0.05
H -1.13675 -5.94987 -0.78245 0.10
H 0.38411 -5.04725 -0.49333 0.09
H -1.61456 -2.46738 3.06190 0.17
H -3.86997 -3.91206 4.12564 0.13
H -5.18290 -6.06152 3.68482 0.13
H -4.70810 -7.42471 1.69529 0.13
H -2.88450 -6.74853 0.06892 0.12
```